No. 1
Molecular formula: C2H6NO3
Method: DFT, the ωB97M-V functional and the def2-TZVPD basis

Its multiplicity is 1. The calculation puts the relative energy (zero: lowest compared OMol25 entry of this formula, charge and spin) at 0.357 eV. The frontier orbital gap comes out at 8.3 eV. The highest occupied orbital energy comes out at -0.1516 Ha. Its charge is -1. As for the calculated total energy: -360.35809 hartree.

Bonds (Å) are listed after each position.
CARTESIAN COORDINATES (ANGSTROEM)
1 O -0.7554 2.5288 0.2819  C2 1.248
2 C -0.5350 1.3195 0.0685  O1 1.248, O3 1.257, C4 1.577
3 O -0.7681 0.6542 -0.9722  C2 1.257
4 C 0.1481 0.5695 1.2755  C2 1.577, N5 1.475, H6 1.087, H7 1.090
5 N 1.2227 -0.3732 0.9107  C4 1.475, H8 1.017, H9 1.022
6 H 0.5908 1.3927 1.8307  C4 1.087
7 H -0.6137 0.0653 1.8694  C4 1.090
8 H 1.8298 0.1446 0.2794  N5 1.017
9 H 0.8127 -1.0433 0.2561  N5 1.022
10 H -0.9880 -1.9052 -2.5975  O12 0.964
11 H -0.3980 -1.2228 -1.4320  O12 0.980
12 O -0.5460 -2.1303 -1.7705  H10 0.964, H11 0.980

=====

No. 2
Molecular formula: C2H6NO3
Method: DFT, the ωB97M-V functional and the def2-TZVPD basis

Its multiplicity is 1. The calculation puts the relative energy (zero: lowest compared OMol25 entry of this formula, charge and spin) at 2.127 eV. The frontier orbital gap comes out at 11.3 eV. The highest occupied orbital energy comes out at -0.5814 Ha. Its charge is +1. The SMILES is [NH2+]=C(O)C(O)O. As for the calculated total energy: -359.95823 hartree.

Bonds (Å) are listed after each position.
CARTESIAN COORDINATES (ANGSTROEM)
1 N 1.2524 0.8064 0.8182  C2 1.323, H7 1.070, H8 1.080
2 C 1.0825 -0.0965 -0.1337  N1 1.323, O3 1.291, C4 1.786
3 O 1.9772 -0.4845 -0.9796  C2 1.291, H9 0.999
4 C -0.6435 -0.4621 -0.4131  C2 1.786, O5 1.382, O6 1.495, H10 1.115
5 O -1.1027 0.6817 0.2124  C4 1.382, H11 0.950
6 O -1.6073 -1.5689 -0.1277  C4 1.495, H12 1.009
7 H 2.1526 1.3781 0.7249  N1 1.070
8 H 0.4530 1.1423 1.4612  N1 1.080
9 H 1.7169 -0.8860 -1.8570  O3 0.999
10 H -0.5896 -0.2602 -1.5087  C4 1.115
11 H -2.0372 0.6033 0.3633  O5 0.950
12 H -1.4689 -1.8419 0.8340  O6 1.009